Model one:
Formula: C15H22FNO
Source: the Open Molecules 2025 dataset
Level of theory: ωB97M-V/def2-TZVPD

Total charge: 0
Highest occupied orbital energy: -9.119 eV
SMILES string: CCCC[C@H](CC)C(=O)NCc1ccc(F)cc1

Cartesian coordinates (Å):
1 C 1.195 2.374 2.617
2 C 2.418 2.431 1.709
3 C 3.197 1.110 1.642
4 C 2.861 0.224 0.441
5 C 1.452 -0.374 0.460
6 C 1.376 -1.679 -0.356
7 C 1.971 -2.871 0.384
8 C 0.451 0.585 -0.175
9 O 0.732 1.371 -1.054
10 N -0.809 0.456 0.310
11 C -1.940 1.135 -0.291
12 C -2.740 0.194 -1.154
13 C -4.038 -0.166 -0.820
14 C -4.747 -1.060 -1.604
15 C -4.133 -1.595 -2.721
16 F -4.816 -2.472 -3.486
17 C -2.839 -1.257 -3.076
18 C -2.148 -0.359 -2.286
19 H 0.717 3.350 2.662
20 H 1.482 2.089 3.628
21 H 0.464 1.659 2.250
22 H 3.081 3.213 2.085
23 H 2.110 2.719 0.703
24 H 4.264 1.337 1.583
25 H 3.040 0.545 2.565
26 H 3.591 -0.586 0.406
27 H 2.966 0.807 -0.477
28 H 1.151 -0.589 1.490
29 H 1.899 -1.530 -1.302
30 H 0.331 -1.901 -0.591
31 H 3.017 -2.702 0.627
32 H 1.432 -3.055 1.311
33 H 1.906 -3.765 -0.232
34 H -1.015 -0.289 0.957
35 H -1.518 1.941 -0.898
36 H -2.565 1.564 0.498
37 H -4.506 0.258 0.056
38 H -5.758 -1.345 -1.359
39 H -2.394 -1.692 -3.957
40 H -1.140 -0.075 -2.545

***

Model two:
Formula: C15H22FNO
Source: the Open Molecules 2025 dataset
Level of theory: ωB97M-V/def2-TZVPD

Total charge: 0
Highest occupied orbital energy: -8.436 eV
SMILES string: Fc1ccccc1OCCCCCN1CCCC1

Cartesian coordinates (Å):
1 F 2.873 1.989 -0.678
2 C 3.584 0.960 -0.141
3 C 4.866 1.252 0.290
4 C 5.656 0.264 0.843
5 C 5.149 -1.020 0.961
6 C 3.870 -1.304 0.531
7 C 3.047 -0.323 -0.034
8 O 1.821 -0.746 -0.412
9 C 0.881 0.160 -0.971
10 C -0.402 -0.617 -1.244
11 C -1.066 -1.074 0.053
12 C -2.279 -1.973 -0.177
13 C -3.454 -1.233 -0.819
14 N -3.822 -0.057 -0.066
15 C -4.434 -0.329 1.229
16 C -5.364 0.861 1.520
17 C -5.148 1.805 0.334
18 C -4.709 0.850 -0.768
19 H 5.223 2.264 0.179
20 H 6.655 0.495 1.178
21 H 5.752 -1.804 1.390
22 H 3.462 -2.298 0.615
23 H 1.273 0.580 -1.905
24 H 0.680 0.980 -0.272
25 H -1.076 0.030 -1.804
26 H -0.158 -1.486 -1.858
27 H -1.385 -0.198 0.619
28 H -0.328 -1.619 0.644
29 H -2.002 -2.811 -0.822
30 H -2.599 -2.384 0.782
31 H -4.306 -1.934 -0.923
32 H -3.173 -0.906 -1.823
33 H -3.650 -0.426 1.984
34 H -5.007 -1.271 1.213
35 H -6.402 0.530 1.557
36 H -5.129 1.340 2.469
37 H -4.340 2.503 0.549
38 H -6.042 2.368 0.074
39 H -4.169 1.348 -1.576
40 H -5.584 0.330 -1.199

***

Most stable pick: model one. Distance to second place: 0.0523 hartree.

***

Model one:
Formula: C2H8NO2P
Source: the Open Molecules 2025 dataset
Level of theory: ωB97M-V/def2-TZVPD

Total charge: 0
Highest occupied orbital energy (spin up / spin down): -10.630 / -10.598 eV

Cartesian coordinates (Å):
1 C -0.559 -0.423 1.382
2 C -0.342 -0.325 -1.591
3 N -0.029 1.861 0.229
4 O -2.349 0.935 -0.071
5 O 2.142 0.673 0.267
6 P -0.933 0.527 -0.113
7 H -1.217 -1.248 1.579
8 H 0.487 -0.941 1.492
9 H -0.454 0.321 2.167
10 H 0.742 -0.164 -1.725
11 H -0.795 -1.413 -1.455
12 H -0.701 0.135 -2.497
13 H 0.567 2.159 -0.521
14 H 2.028 1.342 1.007

***

Model two:
Formula: C2H8NO2P
Source: the Open Molecules 2025 dataset
Level of theory: ωB97M-V/def2-TZVPD

Total charge: 0
Highest occupied orbital energy: -9.008 eV
SMILES string: COP(N)OC

Cartesian coordinates (Å):
1 C 1.326 -1.704 0.269
2 O 0.512 -0.564 0.444
3 P -0.192 -0.152 -1.335
4 N -1.144 -1.531 -1.694
5 O -1.334 0.832 -0.828
6 C -1.112 1.935 0.045
7 H 0.747 -2.478 -0.314
8 H 1.584 -2.103 1.227
9 H 2.313 -1.510 -0.250
10 H -1.870 -1.637 -1.018
11 H -0.747 -2.364 -1.903
12 H -0.310 1.625 0.713
13 H -1.977 1.951 0.624
14 H -0.975 2.918 -0.280

***

Model three:
Formula: C2H8NO2P
Source: the Open Molecules 2025 dataset
Level of theory: ωB97M-V/def2-TZVPD

Total charge: 0
Highest occupied orbital energy: -9.353 eV
SMILES string: CP(C)(=O)ON

Cartesian coordinates (Å):
1 C 1.173 -1.435 0.288
2 P 0.181 -0.092 -0.506
3 C 0.867 1.553 -0.087
4 O -0.374 -0.302 -1.848
5 O -1.123 0.056 0.650
6 N -2.544 0.193 0.295
7 H 2.225 -1.426 0.085
8 H 1.044 -1.429 1.304
9 H 0.780 -2.320 -0.018
10 H 1.861 1.778 -0.639
11 H 0.140 2.225 -0.378
12 H 1.100 1.563 0.938
13 H -2.880 -0.711 0.606
14 H -2.449 0.347 -0.689

***

Most stable pick: model two. Distance to second place: 0.0095 hartree.

***

Model one:
Formula: C41H32N7O4RbSb
Source: the Open Molecules 2025 dataset
Level of theory: ωB97M-V/def2-TZVPD

Total charge: -1
Highest occupied orbital energy: -4.392 eV

Cartesian coordinates (Å):
1 Rb -0.093 -0.512 0.436
2 O 0.438 -4.025 -3.552
3 C -0.312 -3.621 -2.498
4 O -1.162 -2.782 -2.608
5 C 0.034 -4.344 -1.236
6 C 0.435 -5.669 -1.274
7 C 0.687 -6.297 -0.060
8 C 0.557 -5.571 1.104
9 C 0.160 -4.232 1.044
10 N -0.107 -3.633 -0.116
11 C 0.043 -3.422 2.362
12 O 0.580 -3.964 3.339
13 O -0.569 -2.336 2.268
14 H 0.173 -3.458 -4.292
15 H 0.538 -6.180 -2.220
16 H 0.989 -7.338 -0.034
17 H 0.763 -5.981 2.083
18 C 2.860 -0.932 -1.520
19 C 2.105 -0.909 -2.813
20 C 2.644 -1.407 -3.997
21 C 1.901 -1.314 -5.161
22 C 0.656 -0.705 -5.111
23 C 0.184 -0.240 -3.885
24 N 0.887 -0.361 -2.760
25 Sb -1.671 0.864 -3.903
26 C -1.241 2.369 -2.423
27 C -2.213 3.338 -2.203
28 C -1.956 4.327 -1.266
29 C -0.745 4.325 -0.601
30 C 0.190 3.336 -0.900
31 C 1.517 3.269 -0.211
32 N -0.065 2.381 -1.802
33 C -2.916 -0.345 -2.636
34 C -3.985 -1.012 -3.222
35 C -4.834 -1.752 -2.413
36 C -4.598 -1.781 -1.054
37 C -3.510 -1.077 -0.539
38 C -3.210 -1.082 0.926
39 N -2.680 -0.380 -1.324
40 H 3.875 -1.310 -1.637
41 H 2.347 -1.574 -0.800
42 H 2.891 0.072 -1.094
43 H 3.629 -1.854 -3.993
44 H 2.294 -1.690 -6.099
45 H 0.065 -0.573 -6.009
46 H -3.148 3.321 -2.752
47 H -2.702 5.083 -1.047
48 H -0.526 5.052 0.170
49 H 1.660 4.117 0.461
50 H 2.312 3.270 -0.962
51 H 1.595 2.357 0.383
52 H -4.149 -0.951 -4.290
53 H -5.673 -2.289 -2.840
54 H -5.239 -2.336 -0.381
55 H -4.067 -1.412 1.513
56 H -2.929 -0.079 1.253
57 H -2.379 -1.757 1.157
58 N 2.524 4.998 9.667
59 C 2.299 4.509 8.649
60 C 2.017 3.899 7.378
61 C 1.461 2.622 7.324
62 C 1.194 2.044 6.095
63 C 1.475 2.730 4.917
64 C 2.028 4.004 4.981
65 C 2.302 4.592 6.203
66 C 1.178 2.098 3.591
67 C 2.188 1.254 3.121
68 C 3.394 0.965 3.842
69 C 4.085 0.044 3.102
70 C 3.281 -0.191 1.951
71 N 2.168 0.516 1.941
72 C -0.073 2.448 3.065
73 C -1.023 3.298 3.720
74 C -2.125 3.355 2.904
75 C -1.802 2.545 1.780
76 N -0.598 2.012 1.857
77 H 1.244 2.091 8.241
78 H 0.768 1.050 6.036
79 H 2.243 4.530 4.059
80 H 2.736 5.582 6.256
81 H 3.687 1.388 4.791
82 H 5.030 -0.422 3.337
83 H 3.510 -0.877 1.144
84 H -0.900 3.783 4.677
85 H -3.047 3.893 3.072
86 H -2.427 2.362 0.910

***

Model two:
Formula: C41H32N7O4RbSb
Source: the Open Molecules 2025 dataset
Level of theory: ωB97M-V/def2-TZVPD

Total charge: -1
Highest occupied orbital energy: -4.462 eV

Cartesian coordinates (Å):
1 Rb 0.673 0.655 -0.307
2 O -2.028 1.446 -4.797
3 C -0.833 1.329 -4.168
4 O -0.329 0.259 -3.959
5 C -0.242 2.655 -3.801
6 C -0.650 3.820 -4.428
7 C -0.009 5.001 -4.070
8 C 0.985 4.957 -3.116
9 C 1.318 3.735 -2.523
10 N 0.707 2.606 -2.865
11 C 2.433 3.687 -1.439
12 O 2.979 4.778 -1.223
13 O 2.631 2.564 -0.933
14 H -2.337 0.538 -4.935
15 H -1.435 3.799 -5.170
16 H -0.289 5.937 -4.539
17 H 1.532 5.830 -2.788
18 C -2.548 1.964 -0.554
19 C -2.973 0.846 -1.464
20 C -4.159 0.929 -2.193
21 C -4.551 -0.151 -2.961
22 C -3.758 -1.289 -2.957
23 C -2.583 -1.292 -2.207
24 N -2.193 -0.235 -1.500
25 Sb -1.502 -3.160 -2.139
26 C -1.070 -3.204 -0.031
27 C -0.341 -4.281 0.464
28 C -0.116 -4.355 1.828
29 C -0.633 -3.365 2.645
30 C -1.360 -2.328 2.073
31 C -1.901 -1.200 2.895
32 N -1.577 -2.261 0.754
33 C 0.412 -2.531 -2.889
34 C 0.700 -2.898 -4.197
35 C 1.906 -2.487 -4.744
36 C 2.774 -1.751 -3.962
37 C 2.421 -1.443 -2.649
38 C 3.340 -0.644 -1.771
39 N 1.251 -1.835 -2.127
40 H -3.309 2.742 -0.511
41 H -1.608 2.422 -0.881
42 H -2.387 1.573 0.453
43 H -4.756 1.830 -2.150
44 H -5.467 -0.115 -3.538
45 H -4.049 -2.173 -3.512
46 H 0.044 -5.039 -0.209
47 H 0.472 -5.161 2.250
48 H -0.444 -3.372 3.710
49 H -1.858 -1.422 3.961
50 H -2.930 -0.979 2.611
51 H -1.306 -0.302 2.701
52 H -0.005 -3.484 -4.772
53 H 2.166 -2.740 -5.765
54 H 3.722 -1.408 -4.354
55 H 4.377 -0.751 -2.090
56 H 3.260 -0.985 -0.737
57 H 3.096 0.424 -1.800
58 N 3.483 0.714 10.559
59 C 3.115 0.680 9.470
60 C 2.655 0.637 8.109
61 C 3.376 1.291 7.111
62 C 2.929 1.245 5.802
63 C 1.767 0.553 5.475
64 C 1.055 -0.098 6.477
65 C 1.492 -0.060 7.790
66 C 1.301 0.508 4.056
67 C 0.516 1.589 3.654
68 C 0.189 2.715 4.482
69 C -0.558 3.566 3.710
70 C -0.668 2.920 2.444
71 N -0.047 1.760 2.395
72 C 1.737 -0.605 3.327
73 C 2.567 -1.660 3.827
74 C 2.806 -2.498 2.765
75 C 2.118 -1.917 1.661
76 N 1.482 -0.807 1.983
77 H 4.278 1.830 7.367
78 H 3.478 1.749 5.018
79 H 0.152 -0.635 6.218
80 H 0.938 -0.564 8.571
81 H 0.491 2.861 5.508
82 H -0.969 4.524 3.985
83 H -1.195 3.309 1.580
84 H 2.934 -1.758 4.837
85 H 3.398 -3.401 2.759
86 H 2.063 -2.311 0.651

***

Most stable pick: model two. Distance to second place: 0.0079 hartree.